1.
C52H66F3N10SY | ωB97M-V with the def2-TZVPD basis set

Properties
Frontier orbital gap, eV: 5.75
E_LUMO, eV: -0.85
Energy, eV: -89931.9045
Relative energy (zero: lowest compared OMol25 entry of this formula, charge and spin), eV: 0.000
Highest occupied orbital energy, hartree: -0.243

Each line ends with the Löwdin charge.
Cartesian coordinates (Å):
Y: 0.31 -0.52 -0.42  1.336
C: -6.25 0.23 -0.49  -0.081
C: -5.15 1.18 -0.01  -0.194
C: -3.85 0.95 -0.70  -0.126
C: -3.32 1.61 -1.77  -0.129
C: -3.91 2.75 -2.54  -0.191
C: -4.66 2.29 -3.79  -0.079
C: -2.06 0.96 -2.07  -0.228
C: -1.20 1.30 -3.12  0.032
C: 0.04 0.75 -3.42  -0.263
C: 0.90 1.16 -4.51  -0.134
C: 0.56 2.19 -5.54  -0.197
C: -0.31 1.64 -6.67  -0.083
C: 2.03 0.40 -4.42  -0.127
C: 1.85 -0.47 -3.27  -0.231
C: 2.75 -1.45 -2.85  0.042
C: 2.60 -2.38 -1.81  -0.276
N: 1.54 -2.43 -0.96  -0.003
C: 1.70 -3.52 -0.18  -0.236
C: 0.77 -3.98 0.75  0.022
C: -0.48 -3.42 1.05  -0.258
N: -0.96 -2.27 0.50  0.020
C: -2.20 -2.07 1.02  -0.227
C: -3.07 -1.04 0.66  0.058
C: -2.90 -0.10 -0.35  -0.238
N: -1.83 -0.05 -1.19  0.016
C: -2.50 -3.11 1.99  -0.129
C: -1.44 -3.95 2.00  -0.135
C: -1.28 -5.22 2.77  -0.199
C: -1.59 -6.47 1.94  -0.084
C: -3.74 -3.17 2.83  -0.194
C: -3.66 -2.27 4.07  -0.084
C: 2.96 -4.18 -0.51  -0.127
C: 3.52 -3.46 -1.52  -0.131
C: 4.83 -3.69 -2.19  -0.193
C: 5.94 -2.80 -1.63  -0.085
C: 3.47 -5.44 0.11  -0.196
C: 2.85 -6.70 -0.50  -0.084
N: 0.65 -0.22 -2.69  -0.002
C: 3.26 0.48 -5.26  -0.194
C: 4.38 1.30 -4.61  -0.082
H: -7.19 0.40 0.05  0.072
H: -5.96 -0.81 -0.35  0.071
H: -6.45 0.38 -1.55  0.067
H: -5.02 1.08 1.07  0.104
H: -5.46 2.22 -0.17  0.104
H: -3.11 3.45 -2.82  0.100
H: -4.58 3.31 -1.89  0.106
H: -4.00 1.73 -4.46  0.069
H: -5.06 3.14 -4.35  0.072
H: -5.48 1.63 -3.53  0.067
H: -1.55 2.10 -3.77  0.107
H: 1.48 2.61 -5.95  0.106
H: 0.05 3.03 -5.06  0.105
H: 0.21 0.83 -7.19  0.077
H: -0.57 2.41 -7.39  0.071
H: -1.24 1.22 -6.27  0.070
H: 3.66 -1.54 -3.43  0.107
H: 1.02 -4.90 1.27  0.105
H: -4.00 -0.99 1.21  0.105
H: -1.93 -5.20 3.65  0.104
H: -0.26 -5.29 3.17  0.106
H: -2.62 -6.43 1.58  0.078
H: -1.46 -7.38 2.52  0.071
H: -0.94 -6.52 1.06  0.066
H: -3.93 -4.21 3.13  0.105
H: -4.61 -2.89 2.23  0.107
H: -2.84 -2.58 4.72  0.073
H: -4.58 -2.30 4.65  0.071
H: -3.47 -1.23 3.78  0.070
H: 4.73 -3.51 -3.27  0.108
H: 5.11 -4.74 -2.10  0.105
H: 5.67 -1.74 -1.69  0.060
H: 6.88 -2.95 -2.17  0.070
H: 6.11 -3.02 -0.57  0.075
H: 3.28 -5.42 1.19  0.107
H: 4.56 -5.48 0.01  0.105
H: 1.76 -6.69 -0.40  0.065
H: 3.22 -7.61 -0.02  0.071
H: 3.08 -6.76 -1.56  0.077
H: 3.01 0.93 -6.23  0.105
H: 3.62 -0.52 -5.49  0.110
H: 4.06 2.33 -4.44  0.074
H: 5.28 1.32 -5.22  0.071
H: 4.64 0.88 -3.63  0.068
C: 2.07 -1.34 5.19  0.001
C: 2.89 -0.81 4.08  -0.336
N: 4.07 -0.29 4.18  0.125
N: 4.39 0.05 2.88  0.024
C: 3.44 -0.24 1.98  -0.761
S: 3.42 0.01 0.34  0.682
N: 2.47 -0.81 2.77  -0.076
N: 1.27 -1.26 2.24  0.094
H: 2.62 -1.24 6.12  0.086
H: 1.82 -2.39 5.04  0.083
H: 1.13 -0.79 5.28  0.083
H: 5.26 0.50 2.67  0.148
H: 1.22 -2.27 2.31  0.087
H: 0.49 -0.79 2.67  0.073
C: 0.91 5.25 0.74  -0.044
C: 0.88 4.35 -0.49  -0.633
C: 1.84 4.88 -1.55  -0.048
C: -0.55 4.30 -1.04  -0.037
N: 1.35 3.04 -0.02  -0.057
N: 1.36 2.02 -1.01  -0.033
H: 0.59 6.26 0.50  0.084
H: 1.92 5.28 1.17  0.085
H: 0.23 4.87 1.51  0.077
H: 1.57 5.91 -1.82  0.084
H: 1.81 4.28 -2.46  0.068
H: 2.86 4.88 -1.17  0.086
H: -0.91 5.29 -1.30  0.088
H: -1.22 3.86 -0.30  0.086
H: -0.61 3.69 -1.95  0.055
H: 0.73 2.70 0.71  0.030
H: 2.30 1.95 -1.40  0.054
H: 0.73 2.21 -1.78  0.043
F: -3.75 5.77 5.97  0.132
C: -2.62 5.14 6.34  -0.583
F: -1.71 6.09 6.65  0.136
F: -2.89 4.47 7.48  0.136
C: -2.11 4.21 5.27  -0.132
C: -0.85 3.65 5.40  -0.012
C: -0.36 2.79 4.43  -0.023
C: -1.14 2.47 3.31  -0.251
C: -2.41 3.04 3.19  -0.018
C: -2.89 3.91 4.16  -0.006
C: -0.64 1.60 2.27  -0.126
C: -0.20 0.95 1.33  -0.130
H: -0.23 3.90 6.26  0.124
H: 0.63 2.37 4.52  0.112
H: -3.00 2.81 2.32  0.111
H: -3.87 4.35 4.06  0.119

=====

2.
C21H28F5MoO2 | ωB97M-V with the def2-TZVPD basis set

Properties
<S²>: 2.07
Frontier orbital gap (spin up / spin down), eV: 6.57 / 7.05
E_LUMO (spin up / spin down), eV: -5.22 / -4.99
2S+1: 3
Energy, eV: -41758.0281
Highest occupied orbital energy (spin up / spin down), hartree: -0.433 / -0.442
Total charge: +1

Each line ends with the natural charge from an NBO analysis.
Cartesian coordinates (Å):
O: 1.42 1.53 -1.73  -0.596
C: 0.84 2.09 -2.98  -0.071
C: 1.72 3.33 -2.94  -0.463
H: -0.24 2.34 -2.92  0.190
H: 1.07 1.45 -3.85  0.183
C: 2.45 2.56 -1.81  0.287
H: 1.17 4.21 -2.59  0.221
H: 2.33 3.52 -3.83  0.218
C: 2.67 3.41 -0.58  -0.647
H: 1.73 3.74 -0.14  0.242
H: 3.24 4.30 -0.92  0.232
H: 3.29 2.84 0.12  0.198
C: 3.73 1.88 -2.29  -0.626
H: 3.54 1.27 -3.18  0.215
H: 4.10 1.24 -1.48  0.203
H: 4.47 2.65 -2.51  0.220
Mo: -0.12 -1.69 1.10  0.864
C: -0.07 -4.39 0.78  -0.182
C: -1.46 -4.33 0.52  -0.214
C: -1.70 -3.35 -0.48  -0.097
H: -2.19 -5.05 0.89  0.266
C: -0.44 -2.87 -0.96  -0.375
C: 0.60 -3.50 -0.14  -0.328
H: 1.66 -3.42 -0.33  0.271
H: 0.39 -5.08 1.48  0.252
H: -2.66 -3.17 -0.96  0.269
H: -0.25 -2.22 -1.81  0.281
C: 0.44 -2.48 3.16  -0.221
C: 1.61 -2.44 2.32  -0.219
C: 1.86 -1.07 1.98  -0.266
H: 2.20 -3.31 2.08  0.271
C: 0.80 -0.27 2.56  -0.257
C: -0.07 -1.16 3.28  -0.230
H: -0.88 -0.86 3.93  0.297
H: 0.04 -3.35 3.67  0.281
H: 2.74 -0.68 1.48  0.286
H: 0.72 0.80 2.61  0.293
O: -0.56 3.10 -0.30  -0.531
C: -0.30 1.76 0.17  -0.091
C: -0.97 0.79 -0.81  -0.445
H: -0.79 1.67 1.16  0.157
H: 0.77 1.58 0.30  0.209
C: -2.03 1.64 -1.52  -0.429
H: -1.46 -0.04 -0.28  0.193
H: -0.24 0.40 -1.54  0.242
C: -1.93 2.97 -0.76  -0.083
H: -3.01 1.17 -1.44  0.230
H: -1.82 1.74 -2.60  0.213
H: -2.58 2.93 0.13  0.176
H: -2.24 3.84 -1.34  0.211
F: -3.37 -1.00 0.47  -0.352
C: -2.68 -1.25 1.64  0.460
F: -2.60 -0.05 2.35  -0.360
C: -3.54 -2.21 2.49  0.894
F: -2.97 -2.26 3.73  -0.327
F: -4.82 -1.81 2.65  -0.295
F: -3.60 -3.46 1.97  -0.320

=====

3.
C52H43BrF3N3O3SiV | ωB97M-V with the def2-TZVPD basis set

Properties
<S²>: 2.39
Frontier orbital gap (spin up / spin down), eV: 5.73 / 4.31
E_LUMO (spin up / spin down), eV: 2.06 / 1.71
2S+1: 3
Energy, eV: -176990.7360
Relative energy (zero: lowest compared OMol25 entry of this formula, charge and spin), eV: 4.155
Highest occupied orbital energy (spin up / spin down), hartree: -0.135 / -0.096
Total charge: -1

Each line ends with the Löwdin charge.
Cartesian coordinates (Å):
V: 10.15 7.58 18.63  0.668
O: 11.61 10.08 20.76  0.024
C: 11.69 8.85 21.02  -0.533
O: 10.87 7.96 20.52  -0.162
C: 12.83 8.38 21.92  -0.073
C: 14.15 8.45 21.62  -0.033
C: 15.13 7.81 22.36  -0.029
C: 14.78 7.08 23.55  -0.144
C: 15.58 6.08 24.25  -0.024
C: 15.08 5.37 25.35  -0.114
C: 13.83 5.71 25.89  -0.107
C: 13.03 6.56 25.16  -0.040
C: 13.44 7.16 23.96  -0.140
N: 12.47 7.60 23.04  0.045
H: 14.45 9.13 20.84  0.106
H: 16.19 7.84 22.05  0.112
H: 16.59 5.86 23.94  0.093
H: 15.71 4.68 25.92  0.097
H: 13.49 5.32 26.85  0.103
H: 12.04 6.76 25.57  0.110
F: 9.50 0.53 18.75  0.122
C: 10.58 1.35 18.81  -0.476
F: 11.38 0.94 19.87  0.091
F: 11.37 1.13 17.66  0.063
C: 10.36 2.84 18.91  -0.115
C: 9.11 3.50 19.17  0.000
C: 9.13 4.85 19.35  -0.088
N: 10.18 5.62 18.91  -0.069
C: 11.34 5.03 18.73  -0.127
C: 11.47 3.66 18.66  -0.007
H: 8.10 2.99 19.10  0.136
H: 8.31 5.43 19.75  0.112
H: 12.26 5.73 18.62  0.140
H: 12.45 3.18 18.48  0.118
C: 11.19 7.28 23.31  -0.008
C: 9.98 7.26 23.47  0.051
C: 8.62 6.96 23.29  -0.237
C: 7.69 7.98 23.02  -0.031
C: 6.41 7.56 22.65  -0.110
C: 5.99 6.24 22.57  -0.080
C: 6.97 5.23 22.77  -0.087
C: 8.26 5.58 23.16  -0.027
H: 8.07 9.01 23.09  0.131
H: 5.71 8.35 22.34  0.100
H: 4.98 6.00 22.34  0.089
H: 6.72 4.16 22.73  0.102
H: 9.09 4.90 23.28  0.105
C: 14.66 11.34 16.75  -0.119
C: 13.76 11.40 15.72  -0.101
C: 12.65 10.55 15.70  -0.127
C: 12.42 9.69 16.74  -0.310
C: 13.24 9.79 17.86  -0.098
C: 14.44 10.50 17.84  -0.084
Si: 10.98 8.47 16.60  0.712
C: 11.53 7.04 15.49  -0.291
C: 12.87 6.83 15.29  -0.119
C: 13.31 5.85 14.44  -0.103
C: 12.40 5.15 13.66  -0.107
C: 11.03 5.28 13.88  -0.093
C: 10.62 6.26 14.77  -0.130
C: 9.84 9.51 15.34  -0.265
C: 9.13 9.05 14.26  -0.104
C: 8.18 9.91 13.61  -0.084
C: 7.92 11.20 14.02  -0.126
C: 8.60 11.65 15.12  -0.117
C: 9.60 10.88 15.71  -0.103
H: 15.61 11.87 16.73  0.092
H: 13.88 12.10 14.89  0.102
H: 12.13 10.41 14.75  0.112
H: 13.00 9.15 18.70  0.068
H: 15.21 10.28 18.60  0.100
H: 13.64 7.29 15.89  0.097
H: 14.38 5.72 14.39  0.089
H: 12.73 4.45 12.89  0.090
H: 10.30 4.72 13.33  0.090
H: 9.53 6.24 14.96  0.105
H: 9.27 8.06 13.93  0.056
H: 7.73 9.44 12.76  0.081
H: 7.12 11.70 13.53  0.086
H: 8.42 12.66 15.52  0.105
H: 10.25 11.41 16.48  0.126
C: 18.08 4.55 17.49  -0.085
N: 17.08 5.54 17.82  -0.172
C: 17.14 6.78 17.08  -0.069
C: 15.79 5.08 18.20  -0.427
C: 15.73 3.60 18.64  -0.008
O: 14.79 5.81 18.31  0.027
H: 18.02 3.74 18.21  0.064
H: 19.09 4.98 17.43  0.092
H: 17.90 4.16 16.48  0.094
H: 18.14 7.15 17.02  0.062
H: 16.46 7.58 17.50  0.105
H: 16.93 6.61 15.98  0.103
H: 14.72 3.48 19.03  0.066
H: 16.51 3.33 19.39  0.090
H: 15.83 2.94 17.79  0.080
Br: 3.84 9.52 18.52  0.603
C: 5.76 9.07 18.53  -0.630
C: 6.23 8.50 17.35  -0.169
C: 7.46 7.92 17.30  -0.130
C: 8.35 8.03 18.35  -0.313
C: 7.92 8.68 19.55  -0.091
C: 6.63 9.20 19.62  -0.128
H: 5.61 8.54 16.46  0.092
H: 7.77 7.37 16.38  0.102
H: 8.60 8.79 20.38  0.074
H: 6.22 9.54 20.59  0.087

=====

4.
C4H8O | ωB97M-V with the def2-TZVPD basis set

Properties
SMILES string: C=CO.C=C
Frontier orbital gap, eV: 9.91
E_LUMO, eV: 0.64
Energy, eV: -6321.9854
Relative energy (zero: lowest compared OMol25 entry of this formula, charge and spin), eV: 3.182
Highest occupied orbital energy, hartree: -0.340

Each line ends with the natural charge from an NBO analysis.
Cartesian coordinates (Å):
C: -2.16 0.54 3.71  -0.402
C: -1.85 1.39 2.77  -0.348
H: -3.08 0.71 4.28  0.204
H: -1.35 0.12 4.13  0.186
H: -2.58 2.03 2.16  0.184
H: -0.88 1.58 2.47  0.176
C: 1.57 -1.65 -2.86  -0.481
C: 1.38 -0.91 -1.78  0.093
O: 0.98 0.48 -1.93  -0.692
H: 1.11 -1.49 -3.88  0.216
H: 2.19 -2.67 -2.92  0.215
H: 1.91 -1.13 -0.80  0.178
H: 1.23 0.83 -1.05  0.472